No. 1
15
Properties=species:S:1:pos:R:3:nbo_charge:R:1 method="wB97M-V/def2-TZVPD" max_force_ev_per_a=5.51 total_charge=0 homo_lumo_gap_ha="0.3078 / 0.2853" homo_ev="-7.642 / -7.438" lumo_ev="0.7 / 0.3" relative_energy_kcal_mol=107.1
O -0.01293 2.70306 -0.04737 -0.702
C 0.08491 0.07865 -0.26584 -0.288
C -0.17293 1.42956 0.47034 0.120
C -2.29881 0.22096 0.16852 0.539
H 1.65486 -0.84969 0.78683 0.212
H -0.03115 1.57556 1.58489 0.177
H -0.62092 2.79974 -0.82368 0.477
H -1.34660 0.35984 -1.65162 0.230
C -1.29691 -0.30153 -0.85234 -0.537
C 0.67816 -0.86724 0.85413 -0.589
H 0.44957 -1.84382 0.50488 0.205
H 0.21971 -0.65608 1.81608 0.221
H -1.31215 -1.42036 -0.95808 0.223
H 0.61416 0.33343 -1.17912 0.222
O -3.24754 -0.29952 0.67328 -0.509


No. 2
15
Properties=species:S:1:pos:R:3:nbo_charge:R:1 method="wB97M-V/def2-TZVPD" max_force_ev_per_a=4.36 total_charge=0 homo_lumo_gap_ha=0.3484 homo_ev=-8.805 lumo_ev=0.7 relative_energy_kcal_mol=111.7
H -1.74564 2.06528 0.08974 0.250
H 1.96277 0.37036 1.57894 0.227
C 1.90372 -0.21644 0.65705 -0.630
H 2.78763 -0.00230 0.04644 0.225
H -1.96053 1.50006 -1.12040 0.049
C 0.64025 0.11297 -0.07207 0.249
H -2.12225 -1.40524 0.82664 0.477
H 0.03689 -1.79971 -0.94323 0.224
O -1.37739 -0.92759 1.21404 -0.674
C -0.80984 -0.15430 0.22724 0.175
C -0.15224 -0.73211 -1.01635 -0.457
H -0.41220 -0.35380 -2.00541 0.228
O 0.35492 1.50956 -0.34606 -0.503
C -1.01982 1.31272 -0.05640 -0.068
H 1.91373 -1.27946 0.91983 0.228


No. 3
15
Properties=species:S:1:pos:R:3:nbo_charge:R:1 method="wB97M-V/def2-TZVPD" max_force_ev_per_a=0.42 total_charge=0 homo_lumo_gap_ha=0.3874 homo_ev=-9.498 lumo_ev=1.0 relative_energy_kcal_mol=60.8
C -0.54139 0.00918 0.48459 0.074
C -0.61400 -1.49490 0.28259 -0.091
C 0.85046 1.44300 0.08818 0.093
H -1.12055 1.50889 -1.19039 0.227
O -1.16000 -2.16324 1.40322 -0.711
H -1.28226 -1.71307 -0.55713 0.186
C -0.33350 0.95404 -0.69129 -0.286
H -1.39064 0.31759 1.10607 0.191
H 1.55232 -0.16596 -1.29656 0.218
O 0.69291 0.46170 1.10950 -0.524
H 0.38723 -1.87535 0.02783 0.172
H -0.57257 -2.00932 2.15301 0.468
C 1.06731 0.80497 -1.24040 -0.447
H 1.30359 1.48115 -2.05835 0.226
H 1.16109 2.44132 0.37912 0.203


No. 4
15
Properties=species:S:1:pos:R:3:nbo_charge:R:1 method="wB97M-V/def2-TZVPD" max_force_ev_per_a=1.87 total_charge=0 homo_lumo_gap_ha=0.3580 homo_ev=-9.255 lumo_ev=0.5 relative_energy_kcal_mol=111.5
H 0.04645 -1.80559 1.67779 0.214
H 3.55242 0.20460 -0.26249 0.237
H -1.90180 0.66368 0.62083 0.221
H -0.07080 -2.55226 0.07548 0.238
C 2.50230 0.02728 -0.18010 -0.240
H 0.12686 2.32236 -1.08068 0.500
C -0.44703 -1.72777 0.69761 -0.608
C -0.83640 0.86305 0.45324 0.024
C 1.31871 -0.19060 -0.10490 -0.049
H -1.52330 -1.87889 0.82283 0.216
O -0.78500 1.98006 -0.93560 -0.769
H -0.37241 1.58330 1.09841 0.196
O -0.76782 -0.34735 -1.31092 -0.803
C -0.16052 -0.39705 -0.06643 0.111
H -0.81004 0.98743 -1.51698 0.511


No. 5
15
Properties=species:S:1:pos:R:3:nbo_charge:R:1 method="wB97M-V/def2-TZVPD" max_force_ev_per_a=1.02 total_charge=0 homo_lumo_gap_ha=0.3835 homo_ev=-9.484 lumo_ev=1.0 relative_energy_kcal_mol=46.3
H -0.09156 -1.85885 1.52814 0.227
H 0.76705 1.51340 1.51341 0.202
H -0.42383 1.56105 -2.01690 0.125
H -0.58117 -2.17708 -0.16925 0.232
H 1.87966 0.26525 0.92566 0.190
C -1.41568 0.33312 0.22698 -0.429
C -0.23001 -0.17172 0.55458 0.020
C 0.09361 -1.61316 0.48090 -0.649
C 0.92889 0.77521 0.72057 -0.106
O 0.96791 1.48303 -0.53550 -0.548
H -2.16077 -0.27893 -0.27137 0.208
C 0.28973 0.86169 -1.55840 0.668
H -1.62603 1.39151 0.34190 0.203
O 0.46627 -0.25418 -1.96423 -0.571
H 1.13593 -1.83034 0.22351 0.227


No. 6
15
Properties=species:S:1:pos:R:3:nbo_charge:R:1 method="wB97M-V/def2-TZVPD" max_force_ev_per_a=0.41 total_charge=0 homo_lumo_gap_ha="0.2636 / 0.2635" homo_ev="-6.982 / -6.981" lumo_ev="0.2 / 0.2" relative_energy_kcal_mol=130.2
H -0.15732 2.21990 0.29978 0.229
H 0.40917 1.58062 -1.25968 0.229
C -1.27032 0.47459 -0.44226 0.017
C -0.70496 -0.89323 -0.95047 -0.560
C 0.01035 -0.89659 0.29733 0.188
C 0.94320 0.30538 0.41780 0.029
H -0.10361 -0.71968 -1.84401 0.256
C 0.01249 1.30795 -0.27625 -0.502
H 2.79532 -0.31246 0.35278 0.473
H 0.00023 -1.69940 1.03467 0.207
O -1.45709 0.06407 1.12146 -0.756
O 2.16832 0.09788 -0.25551 -0.706
H 1.09777 0.55452 1.47300 0.184
H -1.43192 -1.69351 -1.09227 0.227
H -2.31165 -0.39003 1.12362 0.485


No. 7
15
Properties=species:S:1:pos:R:3:nbo_charge:R:1 method="wB97M-V/def2-TZVPD" max_force_ev_per_a=0.63 total_charge=0 homo_lumo_gap_ha=0.3402 homo_ev=-8.395 lumo_ev=0.9 relative_energy_kcal_mol=118.1
C 0.55431 1.83233 0.39552 -0.419
C 0.44805 0.60900 -0.09208 0.332
H 2.25208 0.43354 -1.20433 0.231
H 1.62341 -1.08979 -0.50926 0.263
O -1.74597 0.11378 -1.63346 -0.523
H -0.95668 -2.16658 1.17577 0.102
C -0.15368 -1.46277 1.48473 -0.431
H 0.84776 -0.36737 -1.94770 0.236
H -0.18975 2.23763 1.07315 0.219
C 1.35180 -0.15004 -0.99984 -0.692
H 1.40705 2.44889 0.13308 0.219
H -0.58550 -0.94886 2.36522 0.122
C -1.70859 -0.34967 -0.53621 0.666
O -0.68254 -0.15119 0.35361 -0.471
H -2.46176 -0.98890 -0.05820 0.147


No. 8
15
Properties=species:S:1:pos:R:3:nbo_charge:R:1 method="wB97M-V/def2-TZVPD" max_force_ev_per_a=1.33 total_charge=0 homo_lumo_gap_ha=0.3509 homo_ev=-9.129 lumo_ev=0.4 relative_energy_kcal_mol=62.8
H -0.95355 1.85493 -1.14208 0.204
O 1.44042 -0.52566 -1.17818 -0.718
H -0.27023 -1.35667 1.58992 0.140
H -1.99061 -0.20902 0.84668 0.207
H 0.69750 1.57590 1.32072 0.222
C 0.01729 -1.27616 0.52932 0.415
C 0.62329 1.21190 0.29552 -0.469
H -2.15137 -0.17051 -0.93681 0.219
C -1.67695 0.26871 -0.06228 -0.423
C -0.76538 1.22338 -0.28434 -0.152
C 1.10541 -0.25864 0.15265 0.008
H 1.96344 -0.45164 0.82338 0.183
O -0.37187 -2.09384 -0.28678 -0.565
H 0.85472 -1.27200 -1.42079 0.489
H 1.28748 1.83095 -0.32430 0.241


No. 9
15
Properties=species:S:1:pos:R:3:nbo_charge:R:1 method="wB97M-V/def2-TZVPD" max_force_ev_per_a=0.65 total_charge=0 homo_lumo_gap_ha=0.3461 homo_ev=-9.854 lumo_ev=-0.4 relative_energy_kcal_mol=19.6
O 1.07200 -0.42832 1.84193 -0.500
C 1.27372 -0.04234 0.71024 0.488
C -2.12722 0.27069 -0.22023 -0.602
H -2.20986 0.65863 -1.24322 0.201
H -1.26945 -1.61298 -0.80870 0.205
O 2.89404 1.12396 -0.64922 -0.475
H -0.99510 -1.21127 0.88048 0.225
H -1.92435 1.11917 0.44355 0.204
C 2.60302 0.67570 0.43084 0.345
H 0.90466 -0.86985 -1.17138 0.248
C -1.02984 -0.78848 -0.12874 -0.408
H 0.28893 0.73708 -0.99027 0.243
H -3.10068 -0.14544 0.05892 0.214
C 0.35452 -0.22752 -0.46991 -0.520
H 3.26560 0.74099 1.31572 0.130


No. 10
15
Properties=species:S:1:pos:R:3:nbo_charge:R:1 method="wB97M-V/def2-TZVPD" max_force_ev_per_a=0.75 total_charge=0 homo_lumo_gap_ha=0.4097 homo_ev=-10.386 lumo_ev=0.8 relative_energy_kcal_mol=14.3
H 0.16648 -0.94161 -2.00034 0.243
H 1.07921 1.97162 0.72734 0.221
C -0.17559 0.02851 -1.61169 -0.644
O -1.29374 -2.47990 1.06645 -0.550
C 1.34375 0.93480 0.48268 -0.633
H -0.78631 0.41008 1.86241 0.239
O 0.47222 -1.31547 0.20847 -0.504
C -0.74192 -1.45824 0.79456 0.792
C 0.19475 0.10444 -0.10111 0.256
C -1.02103 0.03273 0.85857 -0.546
H 0.24520 0.80037 -2.25705 0.223
H -1.26574 0.01396 -1.74078 0.218
H 1.59815 0.45067 1.43520 0.227
H 2.24835 0.93853 -0.12945 0.223
H -2.00460 0.39492 0.55699 0.236


No. 11
15
Properties=species:S:1:pos:R:3:nbo_charge:R:1 method="wB97M-V/def2-TZVPD" max_force_ev_per_a=1.64 total_charge=0 homo_lumo_gap_ha=0.4120 homo_ev=-10.358 lumo_ev=0.9 relative_energy_kcal_mol=55.8
O -0.25039 -0.99523 -1.97001 -0.744
H 1.64882 -0.42064 -1.25737 0.201
H 0.82119 -1.68190 -0.28960 0.184
C 0.68748 -0.74573 -0.82586 -0.072
C -1.13431 -0.10393 0.67812 -0.055
H 2.01965 1.24107 0.60587 0.221
H -1.08454 -1.35649 -1.59641 0.481
H -3.07815 -0.89484 1.55628 0.240
C 0.12112 0.38344 0.04141 0.139
O -0.15763 1.39243 -0.91399 -0.710
C -2.16415 -0.53874 1.13104 -0.226
H -0.51832 0.89543 -1.70606 0.494
C 1.09877 0.91168 1.09574 -0.608
H 1.33560 0.14439 1.84046 0.220
H 0.65486 1.76906 1.61038 0.233


No. 12
15
Properties=species:S:1:pos:R:3:nbo_charge:R:1 method="wB97M-V/def2-TZVPD" max_force_ev_per_a=2.20 total_charge=0 homo_lumo_gap_ha=0.3206 homo_ev=-8.061 lumo_ev=0.7 relative_energy_kcal_mol=109.4
O 2.04113 -1.01813 -0.33665 -0.701
H 1.30032 1.34245 -0.80755 0.215
H -0.40135 -2.21099 0.05108 0.215
C 0.97895 -0.44072 0.39938 0.024
C 0.61146 0.99552 -0.03654 -0.456
C -0.30450 -1.11401 0.02218 0.129
H 1.24156 -0.56398 1.45242 0.196
H 0.62542 1.70139 0.79934 0.218
C -0.82422 0.74993 -0.56835 0.031
O -0.72297 -0.56774 -1.17121 -0.509
H 1.77518 -0.98596 -1.26631 0.467
H -1.21231 1.50583 -1.26108 0.201
C -1.66471 0.32570 0.59540 -0.458
H -1.65506 1.01851 1.44228 0.189
H -1.78890 -0.73780 0.68560 0.239


No. 13
15
Properties=species:S:1:pos:R:3:nbo_charge:R:1 method="wB97M-V/def2-TZVPD" max_force_ev_per_a=0.53 total_charge=0 homo_lumo_gap_ha=0.4078 homo_ev=-10.171 lumo_ev=0.9 relative_energy_kcal_mol=66.5
H 2.31090 -1.01914 1.05442 0.165
C -1.43344 1.91581 0.71134 -0.035
H -1.46721 0.57405 -0.90377 0.198
C 1.70753 -1.50969 0.27416 -0.078
H 0.42129 -0.92103 -1.35466 0.171
C 0.99657 -0.44902 -0.54198 -0.093
H 2.38307 -2.08584 -0.36490 0.183
H -0.15675 1.78402 -0.96623 0.196
C -0.72990 1.12187 -0.29547 -0.133
H 1.70804 0.26532 -0.98398 0.172
C -2.02803 2.56405 1.53043 -0.207
H -2.54323 3.12400 2.27844 0.237
O 0.77652 -2.40834 0.82839 -0.712
O 0.13088 0.21627 0.35484 -0.540
H 0.10227 -1.85325 1.24597 0.475


No. 14
15
Properties=species:S:1:pos:R:3:nbo_charge:R:1 method="wB97M-V/def2-TZVPD" max_force_ev_per_a=0.40 total_charge=0 homo_lumo_gap_ha=0.3952 homo_ev=-9.739 lumo_ev=1.0 relative_energy_kcal_mol=56.8
C 0.85083 -0.98626 -1.06081 0.015
H 1.90024 0.68389 0.18817 0.483
C -1.14649 1.08539 0.95045 -0.618
H -0.96293 0.04607 -2.11284 0.204
C 0.75999 -0.78487 0.47614 0.088
H -1.26267 0.89561 2.02355 0.218
H -1.37987 -0.95835 0.31346 0.207
H -0.46492 1.92933 0.82405 0.216
O 1.74578 0.08760 0.94408 -0.708
C -0.29978 -0.10504 -1.26837 0.047
C -0.65043 -0.14190 0.21716 -0.251
H 0.75987 -1.67311 1.11302 0.188
H 1.23517 -1.80865 -1.65920 0.207
H -2.12916 1.37239 0.55504 0.211
O 1.04435 0.35791 -1.50391 -0.508


No. 15
15
Properties=species:S:1:pos:R:3:nbo_charge:R:1 method="wB97M-V/def2-TZVPD" max_force_ev_per_a=0.73 total_charge=0 homo_lumo_gap_ha=0.3804 homo_ev=-9.621 lumo_ev=0.7 relative_energy_kcal_mol=31.9
H -1.75978 0.81499 1.97654 0.118
C 0.90900 -0.50889 0.19573 -0.413
C 0.64523 -0.66419 -1.31984 -0.399
C -1.34673 -0.02640 1.37074 0.429
H 1.85014 -0.01550 0.46731 0.205
H -1.58242 -0.54374 -1.25702 0.220
H 1.37043 -0.12978 -1.94350 0.209
H 0.69862 1.84996 1.13338 0.471
O -1.67721 -1.17753 1.54119 -0.520
H -0.82169 0.99854 -1.74851 0.226
H 0.55924 -1.70030 -1.66132 0.211
O -0.02502 1.77601 0.49896 -0.707
C -0.69638 0.09102 -1.14979 -0.398
H 0.79804 -1.43005 0.77407 0.229
C -0.32810 0.40787 0.32951 0.119


No. 16
15
Properties=species:S:1:pos:R:3:nbo_charge:R:1 method="wB97M-V/def2-TZVPD" max_force_ev_per_a=7.16 total_charge=0 homo_lumo_gap_ha=0.3386 homo_ev=-8.288 lumo_ev=0.9 relative_energy_kcal_mol=91.7
H 0.40882 2.30651 -0.25799 0.147
H -1.77297 -0.53055 0.92941 0.202
C -0.83217 0.20717 0.88568 -0.085
O -0.65548 2.06807 -2.10984 -0.665
H 1.61839 -2.26018 0.21498 0.221
O -1.28422 1.22289 -0.06635 -0.564
C -0.29782 1.68183 -0.90163 0.462
H 1.05430 -1.93599 1.90431 0.217
H -0.59278 0.77107 1.76709 0.193
C 0.39924 -0.53221 0.32398 -0.099
H 1.64387 -0.38279 -1.33848 0.184
C 0.97741 0.02353 -0.69277 -0.272
C 0.83379 -1.85665 0.88836 -0.639
H -1.53515 1.76064 -2.11546 0.485
H 0.03478 -2.54332 0.56871 0.213


No. 17
15
Properties=species:S:1:pos:R:3:nbo_charge:R:1 method="wB97M-V/def2-TZVPD" max_force_ev_per_a=0.72 total_charge=0 homo_lumo_gap_ha=0.3673 homo_ev=-9.127 lumo_ev=0.9 relative_energy_kcal_mol=63.0
C -0.00346 -0.45841 1.31589 -0.062
O 1.42995 -0.38826 1.20169 -0.523
H 0.64028 -2.27121 -0.18608 0.471
C 1.28384 0.30912 -0.02440 0.068
O 0.67345 -1.94314 -1.09553 -0.685
H 1.90504 1.17895 -0.23256 0.197
H -1.38225 1.92937 0.46138 0.210
H -0.34845 -1.48685 1.49968 0.167
H 0.80214 -0.11488 -2.01596 0.199
C 0.61566 -0.55894 -1.04197 0.071
H -2.31868 0.63847 -0.31991 0.218
C -1.35102 1.15664 -0.31653 -0.608
C -0.23285 0.18838 -0.05619 -0.133
H -1.23639 1.65108 -1.28640 0.220
H -0.33514 0.19831 2.12666 0.188


No. 18
15
Properties=species:S:1:pos:R:3:nbo_charge:R:1 method="wB97M-V/def2-TZVPD" max_force_ev_per_a=7.16 total_charge=0 homo_lumo_gap_ha=0.3836 homo_ev=-9.465 lumo_ev=1.0 relative_energy_kcal_mol=151.1
C 0.12341 -0.67730 -0.19879 0.079
H -1.53652 2.15568 0.34835 0.193
H 0.27106 0.43606 1.47976 0.180
H 2.66029 0.90035 0.78335 0.196
C -1.17178 -1.23268 0.22292 -0.103
C 1.79924 0.64445 0.01843 -0.051
O 1.71828 -0.92249 -0.17168 -0.529
O -1.78930 0.13388 -0.12926 -0.537
H -1.03796 -1.34744 1.37245 0.202
C -0.98527 1.19283 -0.06243 -0.070
H -1.76479 -2.03146 -0.46862 0.246
H -0.96363 1.78694 -1.04310 0.159
H -0.04332 -0.26825 -1.24449 0.169
C 0.38400 0.64760 0.33935 -0.311
H 2.08540 1.22760 -0.73700 0.178


No. 19
15
Properties=species:S:1:pos:R:3:nbo_charge:R:1 method="wB97M-V/def2-TZVPD" max_force_ev_per_a=1.48 total_charge=0 homo_lumo_gap_ha=0.3384 homo_ev=-9.767 lumo_ev=-0.6 relative_energy_kcal_mol=37.1
C 0.01435 -0.98526 -0.06751 -0.524
H 1.21812 -0.04265 -2.17203 0.205
H -2.02486 0.32152 2.37701 0.131
H -0.82118 -0.91692 -0.77879 0.234
C -1.82587 -0.05072 1.36388 0.342
O -2.60288 -0.06509 0.43971 -0.469
H 1.91830 0.08336 0.27560 0.229
H 0.35866 -2.05033 -0.13643 0.247
C 0.92567 0.81843 -1.57984 -0.609
H -0.10417 1.09949 -1.83931 0.209
H 0.59770 1.14549 0.49717 0.203
C -0.46327 -0.66691 1.29109 0.477
H 1.58421 1.67319 -1.75600 0.215
O 0.28365 -0.66816 2.25125 -0.514
C 0.94157 0.30457 -0.16578 -0.376


No. 20
15
Properties=species:S:1:pos:R:3:nbo_charge:R:1 method="wB97M-V/def2-TZVPD" max_force_ev_per_a=4.91 total_charge=0 homo_lumo_gap_ha="0.3026 / 0.3026" homo_ev="-8.153 / -8.153" lumo_ev="0.1 / 0.1" relative_energy_kcal_mol=106.8
H 0.46576 -0.97684 0.66329 0.221
H -2.67125 0.29029 0.45501 0.264
C -1.81355 -0.21112 0.90520 -0.716
O -0.93854 -1.33884 -1.10141 -0.553
C 2.09998 -0.31245 -0.63054 -0.373
H 1.88234 -0.98982 -1.44334 0.219
H 1.39016 0.54977 1.20991 0.247
C -0.08102 1.03329 -0.66585 0.308
O -0.31006 2.10206 -0.16143 -0.579
H -1.35461 0.47486 1.61260 0.244
C -0.85124 -0.56362 -0.18767 0.515
C 1.19075 -0.08272 0.35345 -0.380
H -2.14905 -1.12068 1.40251 0.232
H 0.12744 0.88433 -1.73990 0.136
H 3.01289 0.26149 -0.67184 0.217